(1)
A single C23H30N4O4S molecule, computed with ωB97M-V with the def2-TZVPD basis set.

Geometry (Å):
1 C -1.68912 -1.11974 0.14492
2 H -3.28885 -7.42550 3.32202
3 C -2.54627 -3.02321 1.19035
4 H -0.77557 -0.09010 -4.00127
5 C -1.09638 -1.00929 -3.51845
6 H 0.29988 3.67215 -2.99285
7 O 0.96635 3.07482 2.04320
8 N -3.08582 -4.98238 0.01135
9 H 2.23104 0.67174 -3.36053
10 H 2.52033 4.49051 -2.11343
11 H 2.59113 5.23608 2.01756
12 H 4.86320 4.21656 1.73351
13 C -2.19753 -3.07541 -1.22037
14 C 1.71373 0.71461 -2.39727
15 C -1.73234 -1.76933 -1.10898
16 H 1.52676 3.68186 -0.89354
17 H 1.29190 -0.26610 -2.18093
18 C -1.22554 -0.81272 -2.04939
19 H -2.05543 -1.31282 -3.93549
20 O -1.13201 2.64266 -1.48143
21 C -4.03116 -7.55190 0.55729
22 C -0.92008 0.29765 -1.31650
23 N 0.65643 1.69692 -2.49771
24 H 3.34481 4.91700 3.58355
25 H -4.33863 -6.00916 3.52843
26 C 3.99917 3.60590 2.00852
27 C 3.24051 2.53074 -1.54868
28 H -0.51889 3.41978 0.72153
29 H 2.51859 2.69675 0.87914
30 C -4.15411 -6.88984 2.91584
31 H -3.29022 -8.33333 0.75035
32 H 1.66922 2.90549 -3.84133
33 H 4.33581 2.81415 2.69002
34 H 1.06267 4.18142 3.78204
35 S -3.12262 -4.07020 2.45862
36 C -3.40230 -5.32624 1.20713
37 C 4.09662 3.05335 -0.39066
38 C 2.10446 3.52988 -1.80624
39 H -2.24343 -3.58932 -2.16582
40 C -2.60685 -3.70515 -0.05950
41 C -0.47392 1.65128 -1.74436
42 H 3.88844 2.49669 -2.43096
43 H -5.02539 -7.54378 2.96781
44 O 5.22151 3.48246 -0.55157
45 H 2.14099 1.09846 -0.33968
46 H -2.05227 -1.22216 2.27107
47 H 3.50550 0.40969 -1.22776
48 H -3.84990 -7.11774 -0.42197
49 H -5.02798 -7.99588 0.58466
50 H 0.43155 4.87138 1.13184
51 C 2.68540 1.12696 -1.28600
52 N 3.47425 3.01988 0.79910
53 H -0.37465 -1.79694 -3.73586
54 C 1.15527 3.00407 -2.88116
55 C 2.92136 4.44691 2.69556
56 O -1.20382 0.13396 0.00768
57 H -0.74212 4.21506 2.29866
58 H 2.07229 2.72026 3.67865
59 N -3.94076 -6.50452 1.54643
60 C -2.09124 -1.72982 1.32213
61 C -0.01191 3.95041 1.52639
62 C 1.71793 3.59512 3.12431

As for the structure (SMILES): COCCCNC(=O)C1CCN(C(=O)c2oc3cc4sc(N(C)C)nc4cc3c2C)CC1. The total charge is 0. Its total energy is -49324.749 eV.



(2)
A molecular structure, C23H30N4O7ReSb at a distorted geometry, computed with ωB97M-V with the def2-TZVPD basis set.

Geometry (Å):
1 C -0.35982 3.65249 -0.80100
2 H -1.61531 -0.39322 -1.14273
3 C -0.42492 -4.03772 -3.47205
4 C -2.14985 2.16168 -3.13105
5 O -1.62394 0.23243 -0.36349
6 C -2.13194 -1.89280 2.22435
7 C -2.94782 0.23385 0.25049
8 C 3.02705 -0.01616 -0.76309
9 N 0.19703 -3.58552 -2.22030
10 H 1.20161 2.47454 -4.61733
11 C -2.24046 -2.01563 4.62446
12 H 3.57598 2.27585 3.95915
13 H 5.50143 0.48649 0.56259
14 C 1.33750 -2.71774 0.12162
15 Re 0.20497 -0.45078 0.73559
16 C -0.24454 -2.39373 -1.68523
17 H -0.72960 4.53072 -1.33073
18 H 1.44019 2.86134 4.38157
19 H -0.39135 -1.49508 5.61488
20 H -0.10625 -3.41033 -4.30241
21 H 2.09439 3.24660 -3.27543
22 H -1.50659 -3.96983 -3.38943
23 C 3.34779 0.52127 0.58261
24 N 2.24075 0.82173 1.24463
25 H -1.07264 3.35653 -0.03424
26 C 1.15560 -4.31719 -1.59086
27 H 0.75753 -0.97698 3.50345
28 C -0.91975 -1.58182 4.67638
29 C 3.51771 1.76514 3.00656
30 H -2.35013 1.28381 -3.73863
31 H 2.51290 -4.54410 0.05647
32 H -4.52513 -1.02567 0.85914
33 O -1.12312 -1.71006 -2.20025
34 H -2.17800 3.05910 -3.74844
35 N -0.88847 -1.35935 2.29432
36 H -3.82752 -2.60300 3.30021
37 C 2.30375 1.44677 2.41440
38 N 0.33168 -2.04003 -0.49618
39 H -0.14063 -5.06751 -3.66427
40 H 1.43112 -5.24443 -2.07593
41 C -2.72191 -2.22743 0.88719
42 C 1.76124 -3.93935 -0.42671
43 H 3.81070 -0.69634 -2.36535
44 H -1.91770 -2.47084 0.19628
45 H -3.58206 0.90683 -0.32674
46 C -0.28219 -1.27269 3.50216
47 C 0.92380 1.72266 2.90730
48 C 4.68205 1.39042 2.34526
49 H -2.86775 2.24694 -2.31877
50 H -2.78387 -2.23865 5.53320
51 Sb -0.16815 2.09187 -2.27621
52 C -3.60317 -1.13059 0.28436
53 O 1.73763 -2.06537 1.14680
54 O 1.85984 -0.01282 -1.13157
55 C 4.60959 0.76700 1.10615
56 H -3.87728 -1.43960 -0.72632
57 O -0.00442 1.23203 2.27978
58 C 1.11565 3.07489 -3.71592
59 H 5.64711 1.59121 2.79192
60 C -2.82840 -2.19711 3.38546
61 H 0.64045 4.02837 -3.94682
62 H -2.82526 0.65144 1.24984
63 H -3.32559 -3.12772 0.99665
64 O 4.04746 -0.39238 -1.47585
65 O 0.67680 2.45790 3.94360
66 H 0.60690 3.87806 -0.35658

The spin multiplicity is 2. The total charge is +3. Its total energy is -53272.711 eV.



(3)
2 unconnected molecules or ions with the total composition C23H30N6O4 at a distorted geometry, computed with ωB97M-V with the def2-TZVPD basis set.

Geometry (Å):
1 H -2.31366 1.52162 1.50953
2 C 2.44648 3.92210 -0.46892
3 H -2.21585 -0.23775 3.11528
4 H -1.04368 -1.35541 2.40272
5 H 0.60753 -1.79570 -2.33252
6 O -0.56979 -0.65615 4.29617
7 C 0.50209 -6.34117 -2.01094
8 C 0.91853 0.87686 2.35520
9 N 0.13077 -4.18823 -3.16913
10 N -1.86395 6.55913 2.71893
11 O -1.96968 -2.38545 -3.75258
12 C -1.97313 -3.02507 -2.70736
13 C 1.63903 6.51850 0.15562
14 C -0.65178 -1.37025 -0.67912
15 H -1.19763 -1.88574 0.10794
16 H 0.34029 -4.43682 0.45246
17 C 0.76217 2.91852 1.03785
18 H -0.87539 -4.23426 -1.32008
19 C 0.18829 -2.36470 -1.50022
20 H -3.94259 -2.89877 -2.57210
21 C -1.23536 1.63014 1.57271
22 C -0.64563 -3.52454 -2.10695
23 H -1.24030 3.43306 0.40505
24 H -3.02636 -5.05874 -0.98800
25 C 1.02399 -3.61205 0.64310
26 C -1.14673 -0.44759 3.00295
27 H 0.56808 -2.92447 1.35537
28 H -4.42969 -4.03591 -0.62851
29 C 1.00587 5.42958 0.78048
30 H -1.07327 -1.31562 4.80123
31 H 3.16322 7.14621 -1.23944
32 H -2.82737 -3.57101 -0.02750
33 C 1.38170 -2.87064 -0.65544
34 O 1.27553 7.80672 0.43905
35 C -0.03800 5.69220 1.78086
36 H 1.52476 0.17005 2.91422
37 C 2.66988 6.30679 -0.76069
38 H 3.88073 4.84428 -1.78650
39 C -3.36305 -4.02768 -0.86124
40 H 0.00191 -0.61950 -0.23367
41 C 1.52855 1.97259 1.73388
42 H 1.94976 8.42129 0.10523
43 C 1.40537 4.10981 0.45279
44 O 1.30468 -5.78113 -4.16224
45 H 1.99725 -3.52805 -1.27009
46 H -0.55332 -6.44356 -1.77250
47 H 2.75832 2.91453 -0.72755
48 N -3.13565 -3.26818 -2.09186
49 H 0.90318 -7.31634 -2.28327
50 N -1.06662 6.57498 1.63427
51 C -0.47255 0.70429 2.29799
52 H -1.35863 -0.84742 -1.32433
53 H 2.00205 -2.01277 -0.38949
54 C 0.67430 -5.40444 -3.18824
55 C 3.07790 5.00999 -1.07307
56 C -0.62498 2.72072 0.94552
57 H -1.10999 7.25114 0.87792
58 N -1.31886 5.70016 3.50545
59 H 1.93727 -4.01011 1.08601
60 H 0.24688 -3.66526 -4.02581
61 H 2.60139 2.10799 1.82793
62 H 1.05446 -5.95497 -1.16009
63 N -0.18870 5.15219 2.95570

As for the structure (SMILES): OCc1ccc(-c2cccc(O)c2-c2nnn[nH]2)cc1.CC[C@H](C)[C@H](NC(C)=O)C(=O)NC. The total charge is 0. Its total energy is -41468.283 eV.



(4)
A molecular structure, C23H30N7O2Re at a distorted geometry, computed with ωB97M-V with the def2-TZVPD basis set.

Geometry (Å):
1 H 0.68815 -2.29411 -1.91483
2 C 4.20765 1.19639 0.83837
3 C -3.09515 2.92529 2.11867
4 N -2.36075 -2.06131 -0.10713
5 H -3.87605 -1.16751 -1.26013
6 H 0.22995 3.54619 -2.22733
7 C 3.13475 -2.13711 0.23097
8 C -1.53255 -0.52071 -1.77773
9 C 3.00445 -4.36731 -0.58553
10 C -0.28295 2.58849 -2.14103
11 N -1.11725 1.74409 1.25077
12 C -2.20995 -3.01641 0.97927
13 H -3.47935 2.01759 2.58237
14 H -0.54625 -0.22501 -2.13473
15 N 2.27255 2.53509 0.32737
16 N -0.32645 -0.97521 0.28297
17 C 3.87965 -1.05621 0.93077
18 H -1.16545 -3.33751 1.03437
19 C -2.01705 3.05109 -0.26043
20 H -2.55005 -3.24431 3.07227
21 C 1.70505 3.73869 0.22617
22 N 2.08235 -1.73171 -0.49323
23 H -3.51075 -4.21921 -1.39293
24 H 3.35435 -5.39051 -0.60723
25 H -1.97845 -1.18431 -2.51453
26 H 1.89025 5.86039 0.16957
27 H 4.38815 5.79629 0.39037
28 H -3.92285 3.51469 1.73807
29 C -3.76265 -3.25271 -1.81873
30 C 4.40245 3.65059 0.54897
31 H 0.44135 1.79279 -2.33343
32 H 0.63405 3.78999 0.13507
33 C 1.51145 -2.62541 -1.30013
34 C 2.42255 4.92579 0.25357
35 H -2.15905 0.36789 -1.71233
36 C -1.40565 -1.21561 -0.45933
37 N -0.33775 1.61899 0.13837
38 C -2.13175 2.60759 1.05687
39 H -3.74385 -2.22371 2.29237
40 H -4.79215 -3.29711 -2.16323
41 C 3.80105 4.89079 0.38527
42 H -2.66335 3.73979 -0.76833
43 C 3.62725 -3.43221 0.23007
44 H -0.29695 -1.52701 1.14377
45 C 1.94685 -3.94341 -1.37893
46 C -2.68685 -2.47181 2.32257
47 O 5.34565 1.06209 1.18697
48 H 4.47845 -3.66891 0.85447
49 H -2.81295 -3.88931 0.72017
50 H -2.61175 3.50969 2.90177
51 C 3.59705 2.52139 0.53257
52 H -1.04785 2.58859 -2.91573
53 C -0.88965 2.43479 -0.79513
54 H 1.46665 -4.62751 -2.06303
55 N 3.29365 0.17609 0.65567
56 C -3.65125 -2.12551 -0.79053
57 H 5.46735 3.53459 0.69667
58 H -2.13015 -1.58821 2.62777
59 H -4.40075 -2.29391 -0.01293
60 Re 1.32025 0.38089 0.08997
61 H -0.86895 1.30569 2.12957
62 H -3.12605 -3.07891 -2.68073
63 O 4.89725 -1.22251 1.53417

The spin multiplicity is 4. The total charge is +3. Its total energy is -40967.011 eV.